(1)
Here is a molecular structure, C39H24HfN11S4Se from OMol25. Energies are from ωB97M-V with the def2-TZVPD basis set.

Element x y z (Å)
Hf (0.41935, 0.23645, -0.57058)
S (7.33447, -2.71723, -2.91239)
N (6.97433, -1.85861, -1.59813)
C (5.69565, -1.53369, -1.69407)
C (4.95341, -0.74663, -0.72764)
C (5.51599, -0.20228, 0.42884)
C (4.72392, 0.55678, 1.25901)
C (3.38619, 0.75135, 0.92822)
N (2.83163, 0.22375, -0.16160)
C (3.60491, -0.51237, -0.98690)
C (2.96613, -1.03202, -2.19655)
N (1.66473, -0.75140, -2.34737)
C (1.03183, -1.16689, -3.43927)
C (1.67316, -1.88847, -4.43972)
C (3.00757, -2.19760, -4.29023)
C (3.67805, -1.76448, -3.14583)
C (5.07813, -2.02458, -2.87207)
N (5.90101, -2.71198, -3.64644)
H (6.56160, -0.37792, 0.64525)
H (5.11827, 1.00709, 2.15829)
H (2.72996, 1.35440, 1.54341)
H (-0.02550, -0.93492, -3.50733)
H (1.11470, -2.20659, -5.30787)
H (3.54257, -2.76894, -5.03726)
S (-3.08225, 2.02742, 0.42799)
C (-2.21687, 1.73018, 1.94638)
C (-3.00394, 1.32404, 3.02642)
C (-2.45100, 1.05595, 4.26605)
C (-3.26117, 0.49250, 5.30826)
N (-3.92508, -0.00185, 6.10556)
C (-1.07487, 1.25537, 4.45303)
C (-0.30020, 1.72429, 3.40908)
C (-0.83831, 1.93285, 2.13527)
S (0.27750, 2.38180, 0.84667)
C (-0.43745, 0.83127, 5.66790)
N (0.12018, 0.42025, 6.58529)
H (-4.06547, 1.18092, 2.87546)
H (0.75924, 1.87136, 3.56187)
C (2.09567, 3.41285, -3.50357)
C (1.98366, 2.42515, -2.52061)
N (0.82946, 1.87584, -2.18703)
C (-0.30215, 2.29189, -2.82701)
C (-0.28401, 3.27666, -3.83229)
C (0.96527, 3.83522, -4.15645)
C (-1.50939, 3.64836, -4.44411)
C (-2.66630, 3.04080, -4.05686)
C (-2.69128, 2.05225, -3.04124)
C (-3.88235, 1.29503, -2.68501)
C (-3.86320, 0.51717, -1.60161)
C (-2.67460, 0.56384, -0.69214)
N (-1.43940, 0.74553, -1.41557)
C (-1.51184, 1.68300, -2.42091)
H (3.06616, 3.83094, -3.72794)
H (2.86172, 2.08101, -1.98778)
H (1.02299, 4.60088, -4.92040)
H (-1.50742, 4.40716, -5.21496)
H (-3.60224, 3.31047, -4.53076)
H (-4.75132, 1.34269, -3.32885)
H (-4.70782, -0.09414, -1.31438)
H (-2.60247, -0.31646, -0.05473)
C (-1.55331, -2.86609, 5.88010)
C (-1.72665, -2.44400, 4.46308)
C (-2.90001, -2.49020, 3.75772)
C (-2.90447, -2.01467, 2.44046)
N (-1.81312, -1.51902, 1.85819)
C (-0.67644, -1.48077, 2.53617)
S (0.78959, -0.86778, 1.92053)
N (-0.64242, -1.95460, 3.82017)
C (-4.14745, -2.01053, 1.61746)
H (-2.50311, -3.18670, 6.29800)
H (-1.17621, -2.03174, 6.47516)
H (-0.83711, -3.68693, 5.94728)
H (-3.80103, -2.85733, 4.22450)
H (0.23926, -1.88590, 4.31548)
H (-4.97995, -2.48326, 2.13235)
H (-3.95362, -2.51792, 0.67011)
H (-4.41444, -0.97662, 1.38215)
Se (-2.47870, -3.25075, -1.96823)
C (-1.11753, -2.42623, -1.23870)
N (-0.21479, -1.83465, -0.76480)

Total energy, hartree: -6145.20203
Relative energy (zero: lowest compared OMol25 entry of this formula, charge and spin), kJ/mol: 39.0
Lowest unoccupied orbital energy, eV: -3.732
Orbital gap, eV: 6.1
Net charge: +1

(2)
Here is a molecular structure, C39H24LuN10O2 at a distorted geometry from OMol25. Energies are from ωB97M-V with the def2-TZVPD basis set.

Element x y z (Å)
Lu (0.42302, 0.32277, -0.15042)
C (-0.38385, -6.16051, -1.74865)
C (1.02013, -6.16597, -1.80973)
C (1.75412, -5.01386, -1.59927)
C (1.04865, -3.84976, -1.31254)
C (1.48733, -2.48751, -1.07357)
N (2.75585, -2.07654, -1.16642)
C (3.17162, -0.82690, -1.14441)
C (4.54046, -0.40638, -1.43123)
C (5.69065, -1.13360, -1.70418)
C (6.84552, -0.41994, -1.97656)
C (6.84929, 0.98188, -1.98997)
C (5.69763, 1.70560, -1.73080)
C (4.54456, 0.98843, -1.44411)
C (3.17712, 1.42301, -1.16565)
N (2.77317, 2.67906, -1.21020)
C (1.50321, 3.09583, -1.13899)
N (0.39093, 2.33994, -0.88618)
C (-0.73988, 3.10653, -1.05186)
N (-2.00814, 2.69402, -1.00709)
C (-2.41334, 1.44402, -0.90510)
N (-1.62935, 0.31422, -0.78111)
C (-2.41883, -0.80600, -0.87062)
N (-2.02433, -2.06447, -0.92948)
C (-0.75451, -2.48021, -0.97342)
N (0.37316, -1.71692, -0.83386)
C (-0.34814, -3.84504, -1.25115)
C (-1.08609, -5.00245, -1.47601)
C (-3.81182, -0.37554, -0.97054)
C (-4.99310, -1.09687, -1.06986)
C (-6.17064, -0.37775, -1.17982)
C (-6.16677, 1.02513, -1.20219)
C (-4.98620, 1.74234, -1.11418)
C (-3.80781, 1.01951, -0.99297)
C (-0.32429, 4.46040, -1.36363)
C (-1.05161, 5.61738, -1.62347)
C (-0.33906, 6.76157, -1.92659)
C (1.06510, 6.75560, -1.98270)
C (1.78865, 5.60431, -1.73546)
C (1.07304, 4.45504, -1.41752)
N (2.40995, 0.30627, -0.94390)
H (-0.92338, -7.08252, -1.92433)
H (1.53410, -7.09280, -2.03110)
H (2.83532, -5.00823, -1.65795)
H (5.67691, -2.21602, -1.70550)
H (7.76412, -0.95185, -2.18917)
H (7.77036, 1.50516, -2.21269)
H (5.68840, 2.78789, -1.75300)
H (-2.16807, -4.98941, -1.43891)
H (-4.98568, -2.17998, -1.06230)
H (-7.11323, -0.90473, -1.25602)
H (-7.10676, 1.55411, -1.29520)
H (-4.97428, 2.82504, -1.14114)
H (-2.13378, 5.61425, -1.59103)
H (-0.87106, 7.68198, -2.13071)
H (1.58689, 7.67166, -2.22923)
H (2.87013, 5.58818, -1.79066)
O (-4.36764, -2.95577, 3.97364)
C (-3.34545, -2.79369, 4.93194)
N (-2.42646, -1.86733, 4.29549)
C (-1.31576, -1.45951, 4.93599)
O (-0.99850, -1.86256, 6.03935)
C (-0.39996, -0.51905, 4.19482)
C (0.46992, 0.27059, 4.93553)
C (1.34115, 1.12672, 4.28359)
C (1.33255, 1.15429, 2.90469)
N (0.51416, 0.37859, 2.18102)
C (-0.33516, -0.44071, 2.82189)
H (-5.05278, -3.52895, 4.33191)
H (-2.82743, -3.72619, 5.15254)
H (-3.71506, -2.36838, 5.86517)
H (-2.75838, -1.43423, 3.44945)
H (0.44997, 0.18847, 6.01513)
H (2.02403, 1.76112, 4.83095)
H (1.99877, 1.80664, 2.35359)
H (-0.96331, -1.06943, 2.19766)

Total energy, hartree: -3434.21578
Lowest unoccupied orbital energy (spin up / spin down), eV: -4.198 / -4.198
Orbital gap (spin up / spin down), eV: 5.0 / 5.0
Net charge: +1

(3)
Here is a molecular structure, C39H26AuF5N4O3 from OMol25. Energies are from ωB97M-V with the def2-TZVPD basis set.

Element x y z (Å)
Au (0.56051, -0.45237, -0.16579)
C (-1.70080, -3.22495, 2.54557)
C (-0.90527, -2.17090, 2.06767)
N (-0.59828, -2.05174, 0.79811)
C (-1.05593, -2.95462, -0.11973)
C (-1.89552, -4.01375, 0.27734)
C (-2.19240, -4.13174, 1.65349)
C (-2.42911, -4.89005, -0.69472)
C (-2.15213, -4.65334, -2.00964)
C (-1.30427, -3.60719, -2.41708)
C (-0.68518, -2.77429, -1.50004)
N (0.19596, -1.75898, -1.76396)
C (0.86775, -1.50447, -2.93157)
C (1.02311, -2.34655, -4.01805)
C (1.67284, -1.91825, -5.19296)
C (2.18610, -0.66152, -5.31442)
C (2.13254, 0.20576, -4.19743)
C (2.68287, 1.50651, -4.21243)
C (2.64011, 2.28120, -3.09190)
C (2.07392, 1.75089, -1.92023)
N (1.56046, 0.54413, -1.87775)
C (1.52816, -0.22900, -3.00410)
H (-1.92206, -3.28756, 3.60137)
H (-0.53097, -1.39931, 2.72628)
H (-2.82614, -4.94658, 1.98278)
H (-3.06778, -5.70689, -0.38568)
H (-2.59476, -5.28052, -2.77335)
H (-1.16988, -3.43901, -3.47175)
H (0.65622, -3.35794, -3.97663)
H (1.74571, -2.61211, -6.02095)
H (2.64821, -0.32241, -6.23204)
H (3.13150, 1.87481, -5.12741)
H (3.03987, 3.28500, -3.07827)
H (2.01890, 2.32677, -1.01175)
F (3.26882, 4.23438, 4.62992)
C (2.65107, 3.25481, 3.99202)
C (3.21761, 2.74726, 2.81211)
F (4.36978, 3.25950, 2.38377)
C (2.59501, 1.74640, 2.13624)
F (3.15799, 1.21494, 1.06041)
C (1.34164, 1.19227, 2.59197)
O (0.73187, 0.27661, 2.01503)
C (0.83260, 1.72610, 3.84370)
F (-0.30680, 1.23308, 4.29189)
C (1.46848, 2.72948, 4.51336)
F (0.97076, 3.24036, 5.63746)
C (-5.35411, -1.83907, -2.67520)
C (-4.17660, -0.95461, -2.98953)
C (-3.64380, -0.94486, -4.27215)
C (-2.55527, -0.13991, -4.57890)
C (-2.04502, 0.71292, -3.61952)
C (-2.58281, 0.73374, -2.33187)
N (-2.02635, 1.63471, -1.40791)
C (-2.71425, 2.44832, -0.52808)
C (-4.06696, 2.75165, -0.73645)
C (-4.74886, 3.58253, 0.13007)
C (-4.10449, 4.14596, 1.22819)
C (-2.76746, 3.85951, 1.42930)
C (-2.05262, 3.02358, 0.57316)
C (-0.60091, 2.77401, 0.86187)
O (-0.12598, 3.18068, 1.94814)
O (0.06890, 2.13931, -0.01034)
C (-3.61365, -0.14985, -1.98843)
C (-4.08797, -0.27859, -0.56592)
H (-5.71385, -2.33514, -3.57584)
H (-6.17952, -1.26314, -2.25116)
H (-5.09771, -2.61142, -1.94714)
H (-4.08229, -1.57905, -5.03379)
H (-2.13108, -0.15099, -5.57526)
H (-1.23680, 1.39591, -3.85341)
H (-1.02459, 1.62536, -1.24604)
H (-4.57040, 2.33020, -1.59745)
H (-5.79336, 3.80019, -0.05862)
H (-4.63546, 4.80226, 1.90447)
H (-2.22897, 4.27999, 2.26774)
H (-3.33770, 0.09704, 0.12928)
H (-4.28173, -1.32511, -0.32658)
H (-5.00877, 0.27911, -0.37502)

Total energy, hartree: -2581.50447
Relative energy (zero: lowest compared OMol25 entry of this formula, charge and spin), kJ/mol: 0.0
Lowest unoccupied orbital energy (spin up / spin down), eV: -0.369 / -2.457
2S+1: 3
Orbital gap (spin up / spin down), eV: 6.7 / 4.6

no.,molecular weight (g/mol)
1,1032.4
2,839.7
3,890.6